[1]
A structure of composition C28H27AsN2OS2Y at a distorted geometry, computed with the ωB97M-V functional and the def2-TZVPD basis.

Geometry as XYZ:
```
62
Properties=species:S:1:pos:R:3:lowdin_charge:R:1
Y 16.8188 10.9492 7.1489 0.902
C 16.1294 13.6903 11.0232 -0.134
C 16.4217 13.0866 9.6417 -0.733
S 16.4981 11.2926 9.6360 0.496
C 16.5689 13.9604 8.5458 -0.756
C 16.7096 15.5105 8.7497 -0.119
S 16.5312 13.4361 6.8699 0.482
H 16.3474 12.9477 11.7925 0.055
H 15.0725 14.0095 11.0792 0.092
H 16.7372 14.5600 11.2246 0.058
H 15.7213 15.8965 9.0910 0.091
H 17.1201 16.0004 7.8629 0.059
H 17.3963 15.7170 9.5756 0.062
C 24.7265 10.8911 6.4127 -0.077
C 24.0915 12.0422 6.8155 -0.064
C 22.6979 12.1609 6.5903 -0.113
C 21.9282 11.1215 6.1056 -0.333
C 22.6177 10.0140 5.5671 -0.130
C 23.9969 9.8845 5.7429 -0.063
As 19.8885 11.0752 6.3953 1.303
C 19.5666 9.1316 6.3232 -0.448
C 18.3418 8.6441 5.8554 -0.207
C 18.0199 7.2950 5.8946 -0.064
C 19.0199 6.3954 6.3423 -0.045
C 20.2537 6.8776 6.8318 -0.027
C 20.5274 8.2655 6.8347 -0.121
C 20.0600 11.2148 8.3724 -0.420
C 20.4166 12.4638 8.9336 -0.125
C 20.9908 12.5367 10.1967 -0.067
C 21.1082 11.3877 10.9506 -0.076
C 20.5431 10.2184 10.5053 -0.072
C 19.9364 10.1320 9.2505 -0.146
H 25.8082 10.7867 6.5602 0.114
H 24.5821 12.8127 7.3899 0.108
H 22.1401 13.0318 6.9560 0.095
H 22.0586 9.2212 5.1016 0.089
H 24.4862 8.9961 5.3377 0.111
H 17.6149 9.3391 5.4410 0.044
H 17.0548 6.9170 5.5281 0.117
H 18.8609 5.3259 6.2846 0.108
H 20.9966 6.1789 7.2026 0.113
H 21.4192 8.6791 7.2903 0.106
H 20.1523 13.3573 8.3624 0.109
H 21.3947 13.4913 10.5459 0.118
H 21.6406 11.4125 11.8805 0.109
H 20.5768 9.3041 11.0919 0.114
H 19.2409 9.2956 9.0354 0.107
N 9.8700 10.8061 7.1521 0.170
C 10.7608 11.3431 6.3027 -0.493
O 10.5189 12.3405 5.6231 0.088
C 12.1147 10.7377 6.2772 -0.097
C 13.0149 11.1707 5.3031 0.043
C 14.3228 10.7174 5.3282 -0.106
N 14.7961 10.0823 6.4315 -0.120
C 13.9097 9.5961 7.3259 -0.120
C 12.5711 9.9053 7.3022 0.020
H 8.9206 11.1530 7.0625 0.128
H 9.8727 9.7811 7.2857 0.124
H 12.7395 11.8855 4.5435 0.135
H 15.0061 10.7844 4.4852 0.129
H 14.3096 8.9034 8.1017 0.135
H 11.8726 9.4964 8.0769 0.141
```

Values from the calculation:
E_tot   -4338.192427 hartree
HOMO level   -9.50 eV
Kohn-Sham gap   5.6226 eV
Charge   +1

***

[2]
A structure of composition C25H40HfN2O3PS2SiTe, computed with the ωB97M-V functional and the def2-TZVPD basis.

Geometry as XYZ:
```
76
Properties=species:S:1:pos:R:3:lowdin_charge:R:1
Hf -0.1747 0.5883 -0.1279 1.359
C 0.3233 4.5304 -1.1183 -0.010
C -0.5759 3.5775 -0.3854 -0.214
C -1.7263 3.0533 -1.0048 -0.219
C -2.0022 3.3837 -2.4439 -0.021
C -2.6194 2.2587 -0.2710 -0.211
C -3.9746 1.9757 -0.8740 -0.035
C -2.3396 1.9233 1.0822 -0.250
C -3.3567 1.1314 1.8676 -0.061
C -1.1795 2.4377 1.6941 -0.254
C -0.9233 2.3162 3.1744 -0.041
C -0.2801 3.2364 0.9381 -0.230
C 0.9642 3.7805 1.5864 -0.022
H 1.2181 4.0255 -1.4903 0.079
H 0.6489 5.3311 -0.4564 0.095
H -0.1748 4.9871 -1.9672 0.084
H -2.7007 2.6887 -2.8999 0.077
H -1.0825 3.3535 -3.0242 0.082
H -2.4272 4.3867 -2.5355 0.111
H -3.9158 1.5271 -1.8641 0.078
H -4.4989 2.9272 -0.9913 0.114
H -4.5963 1.3447 -0.2493 0.071
H -3.7096 0.2671 1.3058 0.073
H -4.2253 1.7530 2.0965 0.110
H -2.9558 0.7511 2.7993 0.034
H -1.6869 1.7548 3.6976 0.068
H -0.8941 3.3211 3.6024 0.109
H 0.0319 1.8421 3.3933 0.049
H 1.3114 3.1366 2.3888 0.060
H 0.7696 4.7694 2.0110 0.113
H 1.7729 3.8794 0.8656 0.092
C 1.2200 -4.9613 -1.7582 -0.175
Si 0.3170 -4.1055 -3.1604 0.523
C -0.6532 -5.3690 -4.1483 -0.182
C 1.4839 -3.1670 -4.2835 -0.171
C -0.9602 -2.8862 -2.4390 -0.218
C -2.3130 -3.0393 -2.6836 -0.045
C -3.2652 -2.1600 -2.1539 -0.035
C -2.8270 -1.1076 -1.3995 -0.121
N -1.5171 -0.9043 -1.1555 -0.134
C -0.6023 -1.7895 -1.6332 -0.706
S 1.0093 -1.4463 -1.1032 0.667
H 1.8343 -5.7727 -2.1550 0.038
H 0.5155 -5.3970 -1.0463 0.039
H 1.8742 -4.2781 -1.2158 0.000
H 0.0416 -6.0850 -4.5929 0.039
H -1.2146 -4.9163 -4.9682 0.038
H -1.3490 -5.9377 -3.5278 0.038
H 2.2131 -3.8537 -4.7198 0.039
H 2.0324 -2.3880 -3.7536 0.009
H 0.9406 -2.6967 -5.1057 0.039
H -2.6551 -3.8653 -3.2955 0.102
H -4.3218 -2.3002 -2.3291 0.114
H -3.5141 -0.4043 -0.9559 0.081
C 3.3201 1.7577 4.9385 -0.059
C 3.3184 0.9973 3.6390 -0.238
O 2.0130 0.3493 3.5106 -0.284
P 1.5803 -0.3194 2.1504 0.118
O 1.4945 0.7929 1.0705 -0.492
Te -0.5754 -1.2657 2.2907 0.721
O 2.7522 -1.2586 1.6896 -0.273
C 2.7766 -2.6999 1.9046 -0.270
C 3.0342 -3.0351 3.3525 -0.067
H 4.2862 2.2447 5.0723 0.089
H 3.1528 1.0860 5.7791 0.087
H 2.5454 2.5244 4.9431 0.078
H 4.0780 0.2171 3.6158 0.118
H 3.4614 1.6550 2.7798 0.117
H 3.5755 -3.0458 1.2537 0.127
H 1.8295 -3.1057 1.5460 0.072
H 3.9731 -2.5987 3.6930 0.085
H 3.1012 -4.1176 3.4652 0.090
H 2.2248 -2.6814 3.9935 0.071
S 2.7516 1.9617 -3.4449 0.715
C 1.4825 1.6684 -2.5653 -0.950
N 0.5144 1.4652 -1.8930 -0.117
```

Values from the calculation:
Energy above the lowest of the compared OMol25 structures with the same formula, charge and spin   4.0 kcal/mol
E_tot   -3055.240114 hartree
HOMO level   -10.56 eV
Kohn-Sham gap   7.5242 eV
Charge   +1

***

[3]
A cluster of 2 separate species, C3H9NO2S in total, computed with the ωB97M-V functional and the def2-TZVPD basis.

Geometry as XYZ:
```
16
Properties=species:S:1:pos:R:3:lowdin_charge:R:1
C -0.4244 -0.7333 -0.3072 -0.313
O -1.7552 -0.8479 -0.7407 -0.182
C 0.0076 0.7314 -0.2176 -0.505
C 1.4729 0.9203 0.2254 -0.738
S 1.8635 0.6051 1.9847 0.029
N -0.8927 1.5215 0.6392 -0.003
H 0.2679 -1.2580 -0.9864 0.108
H -0.3046 -1.1781 0.6901 0.091
H -0.0635 1.1373 -1.2340 0.114
H 2.0744 0.2770 -0.4221 0.026
H 1.7419 1.9522 -0.0289 0.023
H -0.5305 1.3990 1.5865 -0.017
H -1.7967 1.0548 0.6060 0.038
H -1.7984 -1.4809 -1.5857 -0.013
H -1.1051 -2.1854 -3.3518 -0.146
O -1.8580 -2.3744 -2.7841 -0.511
```

Values from the calculation:
Energy above the lowest of the compared OMol25 structures with the same formula, charge and spin   0.0 kcal/mol
E_tot   -723.081989 hartree
HOMO level   0.18 eV
Kohn-Sham gap   5.8522 eV
Charge   -2